[1]
Below is a 3-piece molecular cluster, C5H11NO overall, with properties calculated with ωB97M-V/def2-TZVPD.

Values from the calculation:
- energy relative to the best compared isomer or geometry (same formula, charge and spin) (eV) = 5.872
- net charge = 0
- gap between HOMO and LUMO (eV) = 8.866
- total energy (eV) = -8895.825

Each line ends with the Löwdin charge.
Cartesian coordinates (Å):
C (-2.201, -1.237, 0.962)  -0.058
C (-0.803, -0.677, 1.081)  -0.300
C (0.404, -1.176, 0.371)  -0.109
N (-0.224, -0.072, -0.107)  -0.140
C (0.150, 1.152, -0.427)  -0.104
C (1.059, 1.386, -1.603)  -0.272
O (2.042, 0.393, -1.758)  -0.071
H (-2.955, -0.450, 1.072)  0.072
H (-2.370, -1.980, 1.749)  0.075
H (-2.338, -1.726, -0.008)  0.080
H (-0.598, -0.124, 2.008)  0.134
H (0.624, -2.099, -0.152)  0.108
H (1.558, -0.174, 0.953)  0.064
H (-0.503, 1.964, -0.110)  0.120
H (1.659, 0.700, 0.922)  0.099
H (0.477, 1.380, -2.535)  0.123
H (1.493, 2.392, -1.499)  0.117
H (2.527, 0.348, -0.921)  0.062

=====

[2]
Below is C35H49BrInN6O2P2S as an isolated structure at a distorted geometry, with properties calculated with ωB97M-V/def2-TZVPD.

Values from the calculation:
- energy relative to the best compared isomer or geometry (same formula, charge and spin) (eV) = 0.488
- net charge = +1
- gap between HOMO and LUMO (eV) = 6.211
- total energy (eV) = -154749.593

Each line ends with the Löwdin charge.
Cartesian coordinates (Å):
In (0.284, -0.575, -0.293)  0.602
C (-3.528, -1.179, 0.165)  -0.109
C (-3.367, -0.006, -0.841)  -0.505
C (-4.646, 0.869, -0.698)  -0.110
P (-1.806, 0.975, -0.521)  1.067
C (-1.677, 2.456, -1.623)  -0.504
C (-2.045, 2.133, -3.082)  -0.102
C (-2.310, 3.777, -1.178)  -0.090
C (-1.936, 1.540, 1.194)  -0.287
C (-3.030, 2.299, 1.558)  -0.077
C (-3.403, 2.555, 2.949)  -0.242
C (-4.567, 3.511, 3.107)  -0.061
C (-2.620, 1.965, 3.960)  -0.025
C (-1.414, 1.369, 3.604)  -0.033
C (-1.049, 1.144, 2.253)  -0.304
N (0.018, 0.385, 1.923)  -0.064
C (1.210, 0.377, 2.602)  -0.289
C (1.584, 1.449, 3.465)  -0.029
C (2.752, 1.393, 4.141)  -0.036
C (3.662, 0.339, 3.955)  -0.270
C (4.947, 0.308, 4.725)  -0.053
C (3.312, -0.758, 3.174)  -0.056
C (2.135, -0.754, 2.438)  -0.300
P (1.540, -2.039, 1.337)  1.068
C (0.758, -3.364, 2.413)  -0.500
C (0.662, -3.090, 3.923)  -0.076
C (-0.627, -3.649, 1.882)  -0.140
C (2.961, -3.048, 0.606)  -0.493
C (3.634, -4.034, 1.550)  -0.106
C (3.944, -2.111, -0.163)  -0.088
H (-4.384, -1.766, -0.193)  0.088
H (-3.646, -0.867, 1.226)  0.097
H (-2.589, -1.807, 0.115)  0.030
H (-3.309, -0.403, -1.874)  0.101
H (-5.007, 0.988, 0.344)  0.086
H (-5.485, 0.288, -1.173)  0.098
H (-4.631, 1.801, -1.247)  0.056
H (-0.605, 2.633, -1.597)  0.096
H (-3.134, 2.146, -3.242)  0.085
H (-1.646, 1.142, -3.348)  0.040
H (-1.534, 2.788, -3.811)  0.094
H (-3.372, 3.768, -1.152)  0.062
H (-1.933, 4.454, -1.879)  0.065
H (-1.909, 4.193, -0.237)  0.098
H (-3.642, 2.712, 0.796)  0.068
H (-5.502, 2.958, 2.864)  0.084
H (-4.456, 4.364, 2.415)  0.085
H (-4.710, 3.789, 4.155)  0.076
H (-2.912, 1.970, 5.026)  0.124
H (-0.684, 0.995, 4.336)  0.115
H (0.910, 2.328, 3.615)  0.132
H (2.988, 2.221, 4.775)  0.113
H (4.902, -0.423, 5.522)  0.081
H (5.106, 1.288, 5.084)  0.059
H (5.805, -0.005, 4.096)  0.092
H (4.018, -1.582, 3.140)  0.110
H (1.362, -4.259, 2.268)  0.088
H (0.103, -2.186, 4.098)  0.075
H (1.641, -3.087, 4.361)  0.064
H (0.089, -3.928, 4.426)  0.107
H (-1.253, -2.788, 1.935)  0.051
H (-1.096, -4.441, 2.460)  0.087
H (-0.646, -3.907, 0.799)  0.045
H (2.525, -3.570, -0.243)  0.101
H (4.662, -3.951, 1.349)  0.057
H (3.278, -5.088, 1.495)  0.098
H (3.602, -3.722, 2.631)  0.084
H (4.457, -1.385, 0.470)  0.084
H (3.400, -1.606, -0.915)  0.029
H (4.606, -2.815, -0.724)  0.103
C (-2.507, -1.863, -6.634)  0.012
C (-2.369, -2.370, -5.255)  -0.309
N (-3.094, -3.370, -4.749)  0.135
N (-2.599, -3.543, -3.454)  0.035
C (-1.611, -2.696, -3.194)  -0.807
S (-0.649, -2.806, -1.870)  0.690
N (-1.489, -1.909, -4.293)  -0.064
N (-0.555, -0.857, -4.496)  0.150
H (-2.252, -2.727, -7.350)  0.135
H (-1.771, -1.072, -6.783)  0.068
H (-3.494, -1.449, -6.688)  0.088
H (-2.939, -4.305, -2.857)  0.174
H (-0.359, -0.822, -5.489)  0.092
H (0.263, -1.022, -3.903)  0.074
Br (5.203, 5.544, -2.198)  0.814
C (4.402, 3.922, -2.598)  -0.702
C (4.562, 3.507, -3.902)  -0.189
N (3.966, 2.417, -4.393)  0.089
C (3.139, 1.773, -3.577)  -0.080
C (2.932, 2.054, -2.213)  -0.091
C (3.550, 3.241, -1.745)  -0.013
C (2.148, 1.066, -1.436)  -0.526
O (1.744, -0.042, -2.023)  -0.150
O (1.714, 1.271, -0.248)  -0.048
H (5.229, 4.043, -4.588)  0.111
H (2.678, 0.902, -3.995)  0.105
H (3.416, 3.634, -0.761)  0.114

=====

[3]
Below is BCsF4H36O18 as an isolated structure at a distorted geometry, with properties calculated with ωB97M-V/def2-TZVPD.

Values from the calculation:
- net charge = 0
- gap between HOMO and LUMO (eV) = 9.303
- total energy (eV) = -49543.055

Each line ends with the Löwdin charge.
Cartesian coordinates (Å):
Cs (0.252, -0.036, 0.381)  1.179
B (-1.964, 1.628, 3.012)  -1.421
F (-2.232, 0.887, 4.173)  0.122
F (-2.231, 1.007, 1.813)  0.060
F (-2.626, 2.841, 3.077)  0.141
F (-0.645, 1.888, 3.050)  0.142
O (2.952, -2.717, -1.258)  -0.057
H (3.576, -2.347, -0.634)  0.002
H (2.870, -2.050, -1.940)  0.007
O (2.793, -1.765, 1.992)  -0.055
H (1.965, -2.243, 2.049)  -0.020
H (3.411, -2.294, 2.496)  0.050
O (-4.566, 0.036, -0.392)  -0.022
H (-4.227, 0.832, 0.017)  0.022
H (-5.158, -0.336, 0.262)  0.062
O (-2.081, -4.248, 1.239)  -0.018
H (-2.026, -5.147, 0.913)  0.080
H (-2.509, -4.328, 2.091)  0.072
O (1.182, -4.273, -2.494)  -0.073
H (0.460, -3.776, -2.110)  -0.022
H (1.972, -3.845, -2.162)  -0.035
O (-3.024, 3.267, 0.253)  -0.032
H (-3.758, 2.815, 0.669)  0.034
H (-2.277, 3.087, 0.823)  0.025
O (3.135, -0.323, -2.913)  -0.014
H (2.843, 0.433, -2.403)  0.005
H (3.301, 0.028, -3.788)  0.047
O (0.552, 4.671, -2.983)  -0.045
H (0.192, 4.750, -3.867)  0.031
H (0.553, 3.729, -2.808)  -0.028
O (-3.485, -1.886, -2.200)  -0.035
H (-3.786, -1.437, -1.411)  0.008
H (-3.597, -1.243, -2.900)  0.058
O (5.156, -1.144, -0.290)  -0.033
H (4.522, -0.465, -0.059)  0.035
H (5.676, -1.267, 0.504)  0.049
O (0.489, 0.526, 5.382)  -0.050
H (0.286, 1.239, 4.777)  0.001
H (0.542, 0.947, 6.240)  0.030
O (2.374, 4.311, 0.692)  -0.022
H (3.113, 4.908, 0.576)  0.059
H (1.602, 4.850, 0.522)  0.061
O (2.401, 1.975, -0.824)  -0.127
H (2.226, 2.134, -1.752)  -0.001
H (2.493, 2.849, -0.444)  -0.009
O (-0.133, -2.533, 1.887)  -0.175
H (-0.853, -3.135, 1.698)  -0.020
H (0.510, -3.068, 2.354)  0.049
O (-2.765, -1.659, 3.035)  -0.047
H (-1.825, -1.819, 2.948)  -0.005
H (-2.829, -0.736, 3.280)  0.000
O (-1.087, 2.289, -1.857)  -0.075
H (-1.855, 2.683, -1.443)  0.009
H (-1.359, 2.126, -2.761)  0.038
O (-1.127, -2.696, -1.192)  -0.089
H (-1.536, -3.302, -0.574)  0.010
H (-1.862, -2.248, -1.610)  -0.016
O (1.451, 1.980, -4.017)  -0.030
H (1.657, 1.169, -4.483)  0.041
H (0.916, 2.481, -4.633)  0.046

=====

[4]
Below is C2H13N2Ni as an isolated structure at a distorted geometry, with properties calculated with ωB97M-V/def2-TZVPD.

Values from the calculation:
- energy relative to the best compared isomer or geometry (same formula, charge and spin) (eV) = 1.004
- net charge = -1
- gap between HOMO and LUMO (alpha / beta) (eV) = 4.039 / 6.588
- spin multiplicity = 3
- total energy (eV) = -46303.030

Each line ends with the Löwdin spin population.
Cartesian coordinates (Å):
C (-2.143, -0.009, -1.356)  0.113
Ni (-0.514, 0.457, -0.442)  0.709
N (1.655, 0.157, 0.949)  0.356
N (0.610, -0.328, -1.834)  0.063
H (1.125, -0.687, 1.193)  0.084
H (0.839, 0.796, 0.391)  0.134
H (-3.005, 0.528, -0.953)  0.009
H (-2.339, -1.105, -1.255)  0.014
H (-2.110, 0.213, -2.431)  0.010
H (0.881, -1.260, -1.514)  0.062
H (1.457, 0.167, -2.113)  0.067
H (0.096, -0.508, -2.706)  0.012
H (2.454, -0.061, 0.354)  0.179
H (1.993, 0.572, 1.814)  0.111
C (-1.231, 0.962, 1.199)  0.038
H (-1.170, 0.066, 1.844)  0.010
H (-2.300, 1.201, 1.081)  0.004
H (-0.716, 1.804, 1.687)  0.025

=====

[5]
Below is an isolated ion of composition C5H12NO and charge -1 at a distorted geometry, with properties calculated with ωB97M-V/def2-TZVPD.

Values from the calculation:
- energy relative to the best compared isomer or geometry (same formula, charge and spin) (eV) = 0.788
- net charge = -1
- gap between HOMO and LUMO (eV) = 6.636
- SMILES = CC(C)[C@H](N)C[O-]
- total energy (eV) = -8916.275

Each line ends with the Löwdin charge.
Cartesian coordinates (Å):
C (-1.418, -0.525, -1.097)  -0.457
O (-2.288, -0.158, -0.171)  -0.356
C (0.097, 0.250, -0.831)  -0.341
C (0.944, -0.607, 0.192)  -0.385
C (0.298, -0.487, 1.563)  -0.141
C (2.417, -0.075, 0.464)  -0.095
N (-0.214, 1.612, -0.380)  -0.006
H (-1.011, -1.547, -0.898)  0.058
H (-1.815, -0.373, -2.133)  0.072
H (0.707, 0.264, -1.721)  0.086
H (0.902, -1.672, -0.114)  0.114
H (0.701, -1.192, 2.304)  0.058
H (0.536, 0.527, 1.987)  0.072
H (-0.824, -0.645, 1.591)  0.088
H (2.308, 1.008, 0.525)  0.061
H (3.134, -0.298, -0.321)  0.048
H (2.837, -0.498, 1.391)  0.059
H (-0.076, 1.605, 0.628)  0.021
H (-1.242, 1.621, -0.394)  0.043